1.
A structure of composition C32H59N4OP2SZr in a non-equilibrium geometry. Source: the OMol25 dataset; level of theory: ωB97M-V/def2-TZVPD.

Computed properties:
- LUMO level (eV) = -10.04
- DFT total energy (a.u.) = -2676.0352
- frontier orbital gap (eV) = 6.10

Geometry as ORCA input:
```
! RIJCOSX wB97M-V def2-TZVPD def2/J DEFGRID3
* xyz 3 1
C 2.250 -1.306 -1.711
C 1.194 0.607 -2.633
C 3.180 -1.298 -2.738
C 1.995 0.521 -3.768
C 3.033 -0.408 -3.796
H 3.976 -2.037 -2.710
H 1.825 1.226 -4.588
H 3.719 -0.429 -4.645
N 1.316 -0.325 -1.632
P 0.591 -2.624 0.157
P -0.045 2.422 -0.795
C 2.240 -2.410 -0.663
H 2.529 -3.373 -1.120
H 2.996 -2.198 0.113
C 0.125 1.622 -2.471
H 0.085 2.370 -3.279
C -1.654 3.467 -0.828
C 1.466 3.515 -0.759
C -0.405 -3.733 -1.032
C 1.003 -3.427 1.797
C -2.811 2.679 -0.182
H -2.631 2.504 0.888
H -3.727 3.283 -0.277
H -2.998 1.714 -0.660
C -1.484 4.759 -0.018
H -1.180 4.550 1.014
H -0.783 5.465 -0.480
H -2.462 5.265 0.025
C -2.035 3.792 -2.274
H -2.918 4.451 -2.258
H -1.243 4.330 -2.814
H -2.301 2.881 -2.823
C 1.570 4.157 0.637
H 1.383 3.417 1.426
H 2.599 4.521 0.756
H 0.896 5.006 0.763
C 2.720 2.650 -0.965
H 2.781 1.850 -0.218
H 2.771 2.227 -1.972
H 3.595 3.304 -0.830
C 1.378 4.567 -1.880
H 0.972 4.175 -2.823
H 0.799 5.449 -1.588
H 2.401 4.906 -2.100
C -0.321 -3.702 2.530
H -0.095 -4.185 3.493
H -0.866 -2.769 2.745
H -0.990 -4.368 1.970
C 1.842 -2.430 2.622
H 2.831 -2.252 2.180
H 1.346 -1.459 2.754
H 1.998 -2.857 3.626
C 1.826 -4.715 1.629
H 2.672 -4.582 0.944
H 2.236 -4.984 2.613
H 1.225 -5.564 1.294
C -0.070 -3.378 -2.492
H 0.961 -3.648 -2.761
H -0.746 -3.940 -3.156
H -0.218 -2.311 -2.707
C -1.905 -3.458 -0.783
H -2.198 -2.436 -1.084
H -2.493 -4.166 -1.390
H -2.187 -3.598 0.269
C -0.108 -5.222 -0.816
H 0.960 -5.452 -0.919
H -0.478 -5.589 0.149
H -0.638 -5.790 -1.597
Zr -0.282 -0.141 -0.079
C 1.011 0.929 1.436
O 2.091 1.131 1.963
N -1.770 -0.048 -1.603
C -1.504 0.559 -2.648
C -2.124 0.447 -4.044
C -1.606 1.492 -5.029
C -1.731 -0.926 -4.593
C -3.642 0.568 -3.839
H -1.798 2.517 -4.701
H -0.528 1.373 -5.210
H -2.117 1.355 -5.996
H -2.067 -1.717 -3.910
H -2.187 -1.101 -5.579
H -0.639 -1.000 -4.700
H -4.124 1.112 -4.658
H -4.070 -0.440 -3.753
H -3.867 1.093 -2.902
C 1.091 0.216 5.838
N 0.766 0.499 4.450
C -0.421 0.405 3.874
S -0.673 1.140 2.205
N -1.525 -0.111 4.417
C -1.821 -0.276 5.842
H 0.518 0.864 6.516
H 2.149 0.425 5.977
H 0.911 -0.842 6.081
H 1.516 0.859 3.842
H -2.314 -0.128 3.770
H -2.882 -0.530 5.919
H -1.235 -1.096 6.268
H -1.647 0.654 6.396
*
```

***

2.
A cluster of 3 separate species, C32H61B2BrFN5O6 in total in a non-equilibrium geometry. Source: the OMol25 dataset; level of theory: ωB97M-V/def2-TZVPD.

Computed properties:
- LUMO level (eV) = 0.17
- DFT total energy (a.u.) = -4704.5071
- energy above the lowest of the compared OMol25 structures with the same formula, charge and spin (kJ/mol) = 463.99
- frontier orbital gap (eV) = 8.03

Geometry as ORCA input:
```
! RIJCOSX wB97M-V def2-TZVPD def2/J DEFGRID3
* xyz 0 1
C 0.863 -2.355 2.245
B -0.559 -2.042 1.569
O -1.570 -3.029 1.741
C -0.924 -0.726 0.669
O -2.391 -0.643 0.717
C -0.421 -1.053 -0.838
C -1.665 -0.810 -1.836
C -2.593 -2.078 -1.987
F -3.969 -1.736 -1.865
O 0.604 -0.221 -1.334
C 1.950 -0.567 -1.158
Br 2.799 0.420 0.398
C 2.354 -2.088 -1.118
C 3.869 -2.409 -0.949
C 4.682 -2.751 -2.158
C 6.135 -3.037 -2.058
C 6.868 -3.006 -0.761
C 8.402 -3.256 -0.624
C 6.052 -2.716 0.443
C 4.610 -2.431 0.333
B 2.723 0.068 -2.472
O 4.091 0.289 -2.571
N 1.886 0.394 -3.668
C 1.663 1.867 -3.639
C 2.552 -0.026 -4.926
N -0.415 0.529 1.204
C -0.907 1.741 0.575
C 0.086 2.996 1.056
C -0.737 4.320 1.597
O 0.031 4.194 0.208
N -0.241 0.577 2.592
C -1.277 0.956 3.239
O -2.207 1.406 3.763
H 0.662 -2.533 3.353
H 1.625 -1.537 2.173
H 1.215 -3.352 1.846
H -1.428 -3.494 2.590
H -2.704 -0.781 1.627
H -0.284 -2.167 -0.869
H -1.163 -0.670 -2.847
H -2.203 0.150 -1.634
H -2.427 -2.575 -2.986
H -2.287 -2.852 -1.215
H 1.793 -2.666 -0.329
H 2.035 -2.547 -2.111
H 4.236 -2.801 -3.186
H 6.725 -3.279 -2.986
H 8.951 -2.275 -0.789
H 8.809 -3.969 -1.392
H 8.684 -3.590 0.417
H 6.536 -2.683 1.457
H 4.045 -2.195 1.268
H 4.589 0.067 -1.763
H 2.411 2.382 -4.310
H 0.623 2.171 -3.950
H 1.861 2.222 -2.587
H 3.470 0.593 -5.139
H 1.834 0.174 -5.785
H 2.761 -1.128 -4.881
H -1.958 2.057 0.819
H -0.832 1.725 -0.554
H 1.075 2.727 1.599
H -1.640 4.665 1.037
H 0.038 5.078 1.913
C 5.548 3.453 7.241
C 4.145 3.513 6.653
N 4.104 3.307 5.214
C 2.823 3.642 4.609
C 1.609 2.804 5.006
C 4.706 2.078 4.719
C 4.162 0.752 5.256
H 6.217 4.154 6.736
H 5.520 3.721 8.299
H 5.979 2.451 7.171
H 3.746 4.507 6.877
H 3.506 2.795 7.186
H 2.924 3.619 3.518
H 2.602 4.689 4.844
H 1.626 1.816 4.545
H 0.697 3.299 4.658
H 1.520 2.683 6.088
H 5.780 2.112 4.930
H 4.651 2.064 3.625
H 4.023 0.761 6.339
H 4.869 -0.051 5.028
H 3.217 0.484 4.785
C -6.611 -0.052 -2.116
C -8.014 0.008 -2.707
N -8.049 -0.195 -4.148
C -9.333 0.145 -4.749
C -10.551 -0.688 -4.347
C -7.438 -1.423 -4.637
C -7.975 -2.752 -4.099
H -5.941 0.651 -2.618
H -6.643 0.214 -1.057
H -6.181 -1.051 -2.187
H -8.415 1.002 -2.483
H -8.653 -0.712 -2.177
H -9.236 0.125 -5.839
H -9.548 1.193 -4.508
H -10.538 -1.674 -4.812
H -11.463 -0.190 -4.687
H -10.634 -0.811 -3.266
H -6.365 -1.381 -4.419
H -7.486 -1.441 -5.731
H -8.121 -2.738 -3.017
H -7.261 -3.551 -4.319
H -8.916 -3.030 -4.574
*
```